Record 1
The following is a quantum chemistry calculation of 2 unconnected molecules or ions with the total composition C6H17NO at a distorted geometry, from the Open Molecules 2025 dataset.

## Properties
* SMILES string: CCCNCCC.O
* ΔE to the lowest compared entry with this formula, charge and spin: 0.688 eV
* highest occupied orbital energy: -8.511 eV
* F_max: 1.5 eV/Å

CARTESIAN COORDINATES (ANGSTROEM)
O: 1.750 1.691 -1.360
N: -0.169 -1.332 0.298
C: 0.487 1.147 2.093
C: 1.044 -0.288 2.180
C: 1.159 -0.963 0.829
C: -2.126 0.505 -1.360
C: -1.730 -0.968 -1.554
C: -0.295 -1.262 -1.151
H: 0.558 1.543 1.075
H: 2.208 1.938 -0.542
H: -2.485 0.940 -2.280
H: 0.026 -2.184 -1.635
H: 0.352 -0.471 -1.555
H: -1.275 1.083 -0.999
H: 1.694 -1.911 0.955
H: 1.044 1.822 2.747
H: 2.026 -0.318 2.652
H: 0.383 -0.897 2.799
H: -2.889 0.642 -0.602
H: 2.189 2.008 -2.148
H: 1.741 -0.401 0.097
H: -1.880 -1.231 -2.602
H: -0.566 1.159 2.375
H: -0.824 -0.664 0.681
H: -2.422 -1.588 -0.992

Here are the Löwdin charges for atoms 1 to 4, given in e: atom 1 (O): -0.059, atom 2 (N): -0.053, atom 3 (C): -0.099, atom 4 (C): -0.244

***

Record 2
The following is a quantum chemistry calculation of a molecular structure, C19H42Br2OSi2, from the Open Molecules 2025 dataset.

## Properties
* highest occupied orbital energy: -9.844 eV
* F_max: 0.2 eV/Å

CARTESIAN COORDINATES (ANGSTROEM)
Br: 2.412 -7.831 5.000
Br: 4.417 -3.196 3.183
Si: 1.182 -5.670 2.104
Si: 2.255 -3.340 3.623
O: 1.735 -4.873 3.458
C: 2.656 -8.019 3.056
C: -0.927 -5.038 0.270
C: -0.026 4.479 -1.665
C: -0.929 -3.557 -0.142
C: 1.405 -7.518 2.334
C: -0.224 9.390 0.854
C: -1.780 1.245 -3.029
C: -0.046 5.957 -2.058
C: -2.697 -2.158 -1.356
C: 0.913 9.254 -0.158
C: -1.844 -0.910 -1.645
C: 0.310 6.883 -0.898
C: -0.605 -5.249 1.766
C: -2.311 -2.874 -0.063
C: 0.582 8.320 -1.322
C: -0.841 3.585 -2.592
C: -2.638 0.257 -2.242
C: 3.950 -7.349 2.610
C: -0.885 2.127 -2.143
H: -0.095 10.263 1.495
H: -1.018 -1.157 -2.320
H: 1.405 8.334 -2.044
H: 0.137 1.734 -2.118
H: -3.133 0.800 -1.429
H: 4.182 -6.477 3.219
H: 0.511 -7.912 2.825
H: -0.847 -4.345 2.334
H: -1.363 -0.601 -0.710
H: -0.528 -3.453 -1.153
H: -3.442 -0.135 -2.873
H: 2.733 -9.098 2.949
H: -0.291 8.521 1.510
H: -1.896 -5.486 0.041
H: 1.577 -2.470 2.642
H: 3.850 -7.004 1.578
H: -2.423 1.879 -3.646
H: 1.807 8.875 0.350
H: -1.866 3.967 -2.659
H: -1.237 2.090 -1.106
H: -1.233 -6.035 2.196
H: -1.185 9.492 0.343
H: 0.644 6.132 -2.891
H: -0.505 6.853 -0.169
H: -0.431 3.637 -3.608
H: 4.795 -8.035 2.659
H: 1.179 10.239 -0.549
H: 2.050 -2.882 5.001
H: 1.010 4.125 -1.638
H: -0.406 4.373 -0.642
H: 2.001 -5.186 0.960
H: -0.203 -5.572 -0.355
H: -2.601 -2.870 -2.182
H: -1.156 0.684 -3.732
H: -0.293 8.716 -1.853
H: 1.193 6.487 -0.380
H: -2.312 -2.141 0.750
H: -3.754 -1.876 -1.324
H: -0.219 -3.025 0.499
H: 1.415 -7.953 1.325
H: -1.041 6.209 -2.441
H: -3.074 -3.613 0.196

Here are the Löwdin charges for atoms 1 to 4, given in e: atom 1 (Br): 0.666, atom 2 (Br): 0.307, atom 3 (Si): 0.477, atom 4 (Si): 0.066